P) Molecular formula: C3H10N4
Method: DFT, ωB97M-V with the def2-TZVPD basis set

- HOMO (hartree) = -0.2951
- net charge = 0
- multiplicity = 1

Last column: Mulliken charge in e.
CARTESIAN COORDINATES (ANGSTROEM)
C  -2.35  -0.07  -0.50  -0.774
C  -0.09  -0.34  0.28  0.304
C  0.91  1.72  0.40  -0.712
H  -2.36  1.10  -0.79  0.278
H  -2.23  -0.78  -1.34  0.317
H  -3.59  -0.08  -0.07  0.292
H  -1.53  -1.50  1.20  0.331
H  -0.90  1.33  -0.46  0.223
H  0.37  2.99  0.10  0.251
H  0.92  1.11  1.87  0.212
H  2.26  1.87  -0.05  0.265
H  1.99  0.29  -0.71  0.249
H  2.32  -1.60  -1.25  0.264
N  -1.40  -0.58  0.61  -0.254
N  0.11  1.00  -0.43  -0.322
N  0.82  -1.38  0.22  -0.499
N  2.18  -0.84  -0.33  -0.424

---

Q) Molecular formula: C3H10N4
Method: DFT, ωB97M-V with the def2-TZVPD basis set

- HOMO (alpha / beta) (hartree) = -0.2704 / -0.2735
- net charge = 0
- multiplicity = 1

Last column: Mulliken charge in e.
CARTESIAN COORDINATES (ANGSTROEM)
C  -1.35  -0.69  0.37  -1.354
C  0.78  -1.49  -0.43  -1.535
C  -0.07  -0.32  -0.39  0.558
N  0.17  2.80  1.04  0.123
N  1.25  2.46  1.64  -0.817
N  -0.08  1.96  0.00  0.141
N  0.54  0.84  0.29  -0.537
H  -2.07  0.07  0.13  0.382
H  -1.65  -1.62  0.01  0.414
H  -1.01  -0.59  1.48  0.306
H  1.81  -1.29  -0.69  0.402
H  0.50  -2.10  -1.22  0.468
H  0.74  -2.22  0.40  0.289
H  -0.42  -0.06  -1.47  0.208
H  0.10  3.87  0.93  0.291
H  1.57  1.54  1.61  0.396
H  -1.02  2.13  -0.49  0.265

---

R) Molecular formula: C3H10N4
Method: DFT, ωB97M-V with the def2-TZVPD basis set

- HOMO (hartree) = -0.2650
- net charge = 0
- multiplicity = 1

Last column: Mulliken charge in e.
CARTESIAN COORDINATES (ANGSTROEM)
C  -0.32  -0.75  0.09  0.197
C  0.48  0.44  0.08  -0.682
N  -0.40  1.12  1.52  -0.315
N  -1.01  2.34  1.23  -0.570
N  -1.60  -0.74  -0.38  -0.403
C  1.81  -1.88  -1.39  -0.278
N  0.78  -1.20  -1.52  -0.610
H  0.40  1.31  2.12  0.236
H  -0.13  -1.46  0.90  0.344
H  -1.93  2.18  0.85  0.252
H  -0.48  2.93  0.57  0.237
H  -2.33  -1.09  0.22  0.224
H  -1.73  -0.28  -1.27  0.217
H  0.30  1.13  -0.74  0.386
H  1.51  0.35  0.42  0.299
H  2.27  -2.39  -2.26  0.269
H  2.38  -2.00  -0.44  0.198

---

It is R) that is the most stable of them.

---

P) Molecular formula: C8H11N4
Method: DFT, ωB97M-V with the def2-TZVPD basis set

- HOMO (hartree) = -0.5026
- net charge = +1
- multiplicity = 1

Last column: Mulliken charge in e.
CARTESIAN COORDINATES (ANGSTROEM)
C  -2.14  0.20  -2.06  -0.416
C  -1.47  -0.93  -1.77  -0.404
C  -1.78  1.39  -1.36  -0.655
C  -0.42  -0.88  -0.78  0.676
C  -0.21  0.26  -0.13  0.195
C  0.40  -1.99  -0.31  0.340
C  -0.03  0.57  2.07  -0.803
C  1.76  1.44  0.66  -0.812
N  -0.91  1.35  -0.36  -0.500
N  0.59  -3.13  -0.66  -0.479
N  1.56  -0.96  0.92  -1.178
N  0.88  0.23  0.92  0.896
H  -2.83  0.15  -2.80  0.494
H  -1.62  -1.94  -2.30  0.382
H  -2.33  2.21  -1.63  0.467
H  0.46  0.59  3.11  0.321
H  -0.53  1.47  1.95  0.433
H  -0.75  -0.26  2.28  0.329
H  1.10  2.36  0.76  0.305
H  2.34  1.39  1.56  0.460
H  2.48  1.32  -0.17  0.344
H  1.12  -3.81  -0.21  0.299
H  2.34  -1.06  0.30  0.305

---

Q) Molecular formula: C8H11N4
Method: DFT, ωB97M-V with the def2-TZVPD basis set

- HOMO (hartree) = -0.4498
- net charge = +1
- multiplicity = 1

Last column: Mulliken charge in e.
CARTESIAN COORDINATES (ANGSTROEM)
C  3.07  0.56  0.23  -0.461
C  2.48  1.43  -0.62  -0.643
C  2.42  -0.60  0.63  -0.684
C  1.19  1.24  -1.12  -0.593
C  1.14  -0.87  0.15  0.614
C  0.41  0.13  -0.67  0.569
C  0.40  -2.08  0.54  -0.358
C  -1.82  0.92  -0.66  -0.514
N  -0.53  -2.59  -0.17  0.082
N  -0.93  0.02  -0.86  -0.354
N  -2.87  0.64  1.16  -0.707
N  -1.51  -2.20  -0.77  -0.178
H  4.09  0.75  0.65  0.359
H  2.84  2.33  -0.96  0.448
H  3.00  -1.12  1.29  0.480
H  0.58  1.85  -1.67  0.694
H  0.75  -2.76  1.34  0.422
H  -2.66  0.80  -1.27  0.359
H  -1.30  1.92  -0.39  0.410
H  -3.80  0.39  1.52  0.258
H  -2.97  1.64  1.29  0.299
H  -1.81  -2.75  -1.52  0.226
H  -2.17  0.36  1.88  0.270

---

R) Molecular formula: C8H11N4
Method: DFT, ωB97M-V with the def2-TZVPD basis set

- HOMO (alpha / beta) (hartree) = -0.4167 / -0.4167
- net charge = +1
- multiplicity = 1

Last column: Mulliken charge in e.
CARTESIAN COORDINATES (ANGSTROEM)
C  3.02  -0.58  -0.09  -0.261
C  3.05  0.75  -0.19  -0.382
C  1.86  -1.39  0.18  -0.493
C  1.91  1.69  -0.07  -0.469
C  0.63  -0.94  0.32  0.258
C  0.70  1.17  -0.02  -0.033
C  -1.68  0.81  0.21  0.736
C  -1.53  -0.41  1.09  -0.796
N  -0.62  -1.27  0.34  0.227
N  -0.61  1.64  -0.01  -0.079
N  -2.90  1.04  -0.31  -0.308
N  -1.37  -1.76  -0.71  -0.724
H  3.99  -1.09  -0.18  0.335
H  3.97  1.31  -0.43  0.328
H  2.07  -2.44  0.15  0.416
H  1.94  2.75  -0.10  0.440
H  -1.32  -0.10  2.23  0.265
H  -2.52  -0.85  1.04  0.416
H  -0.93  2.34  -0.66  0.286
H  -3.58  0.48  0.02  0.152
H  -3.13  1.63  -1.03  0.179
H  -1.94  -2.48  -0.30  0.220
H  -1.01  -2.31  -1.51  0.289

---

It is P) that is the most stable of them.